Computed, not measured: a 7-piece molecular cluster, C12H38O7 overall in a non-equilibrium geometry, with ωB97M-V/def2-TZVPD.

Calculated values
- Largest force on an atom: 2.5 eV/A
- LUMO energy: 0.400 eV
- HOMO: -9.3 eV
- Energy relative to the best compared isomer or geometry (same formula, charge and spin): 66.4 kcal per mole
- HOMO-LUMO gap: 9.7 eV

CARTESIAN COORDINATES (ANGSTROEM)
C: 3.11004 1.50218 2.17108
C: 1.88671 1.53355 3.09378
O: 2.03638 2.74229 3.82975
H: 3.97262 1.60704 2.82916
H: 3.07056 2.20702 1.34057
H: 3.14541 0.57627 1.59704
H: 1.91732 0.67054 3.75890
H: 0.90554 1.43087 2.63026
H: 2.02676 3.47954 3.21496
C: -1.42968 -2.92064 1.98646
C: -0.17112 -2.25724 2.53897
O: 0.68996 -1.89097 1.45705
H: -1.17076 -3.62280 1.19398
H: -1.99721 -2.11514 1.52043
H: -2.06966 -3.49561 2.65574
H: 0.42320 -2.82816 3.25237
H: -0.41862 -1.35545 3.09898
H: 1.57237 -1.87678 1.83488
C: 0.59879 -5.65910 -0.31562
C: 0.79521 -4.54238 -1.30872
O: 0.00240 -3.31039 -1.11551
H: 1.02939 -5.19736 0.57290
H: 1.19958 -6.53902 -0.54558
H: -0.41358 -6.03009 -0.15568
H: 0.39976 -4.98305 -2.22388
H: 1.82921 -4.22506 -1.44386
H: 0.27709 -2.88882 -0.29793
C: -2.30484 4.43877 0.78560
C: -1.10455 3.51637 1.02908
O: -1.45163 2.32987 1.76815
H: -2.09820 5.45910 0.46259
H: -2.84393 4.46162 1.73267
H: -3.03786 3.97980 0.12219
H: -0.50516 4.05738 1.76130
H: -0.57545 3.30407 0.10006
H: -1.73446 2.67184 2.61942
C: 2.51195 -0.70895 -1.73233
C: 1.39132 -0.18443 -2.63849
O: 0.99309 1.09740 -2.09998
H: 2.22768 -0.78667 -0.68293
H: 3.40154 -0.07983 -1.76293
H: 2.85688 -1.66116 -2.13535
H: 0.53840 -0.84351 -2.80047
H: 1.82277 -0.08190 -3.63420
H: 0.28410 1.01597 -1.45787
C: -2.60800 1.00206 -3.43701
C: -2.14306 2.39476 -2.81174
O: -1.66469 3.24057 -3.84169
H: -3.66707 1.04273 -3.69158
H: -2.57102 0.20427 -2.69521
H: -2.07657 0.62336 -4.31009
H: -1.27501 2.23363 -2.17250
H: -3.01253 2.82861 -2.31788
H: -2.40276 3.31116 -4.45151
O: -0.74063 0.42557 -0.01268
H: -0.89446 1.07564 0.67287
H: -0.53329 -0.37935 0.46201

Taken from the Mulliken analysis, the atomic charges in e are: -1.04, 0.23, -0.58, 0.32, 0.37, 0.24, 0.24, -0.08, 0.33, -0.91, -0.38, -0.24, 0.13, 0.24, 0.38, 0.54, 0.21, 0.16, -1.08, -0.06, -0.42, 0.23, 0.39, 0.25, 0.31, 0.22, 0.09, -1.29, -0.12, -0.72, 0.35, 0.35, 0.28, 0.28, 0.38, 0.35, -0.59, -0.28, -0.46, -0.16, 0.35, 0.32, 0.21, 0.36, 0.24, -1.17, 0.49, -0.57, 0.42, 0.24, 0.33, -0.17, 0.16, 0.31, -0.44, 0.34, 0.12

Computed, not measured: C37H34AsBiBrCl5N4S3 as an isolated structure, with ωB97M-V/def2-TZVPD.

Calculated values
- Largest force on an atom: 0.3 eV/A
- LUMO energy: -0.046 eV
- HOMO: -7.3 eV
- Energy relative to the best compared isomer or geometry (same formula, charge and spin): 4.8 kcal per mole
- HOMO-LUMO gap: 7.3 eV

CARTESIAN COORDINATES (ANGSTROEM)
Bi: -0.32621 0.50620 -0.31648
C: -2.17869 -2.75258 -1.52714
C: -1.00187 -2.59975 -2.48950
N: 0.17321 -2.02783 -1.85788
C: 1.04466 -2.90280 -1.10241
C: 0.50846 -3.39028 0.24350
S: -0.17153 -2.13680 1.37978
C: -1.92255 -2.60512 1.50499
C: -2.90608 -1.83068 0.62797
N: -2.38653 -1.56917 -0.70138
H: -3.07171 -3.00487 -2.11284
H: -2.00236 -3.60150 -0.86732
H: -0.79807 -3.58490 -2.93744
H: -1.29222 -1.93210 -3.30160
H: 0.74023 -1.53025 -2.53272
H: 1.32151 -3.80675 -1.67006
H: 1.96582 -2.34184 -0.93139
H: -0.25103 -4.16129 0.12284
H: 1.34237 -3.85501 0.77289
H: -1.96313 -3.67759 1.31277
H: -2.20111 -2.46987 2.55075
H: -3.85097 -2.39742 0.62694
H: -3.11154 -0.86713 1.09150
H: -2.96378 -0.89627 -1.18231
Cl: -0.49486 0.22497 3.60313
C: -1.73744 1.21870 2.88280
C: -1.88051 1.22223 1.50617
C: -3.00901 1.87724 1.02964
Cl: -3.36480 1.75866 -0.67413
C: -3.89587 2.57722 1.84005
Cl: -5.26937 3.37247 1.17609
C: -3.65668 2.62398 3.21284
Cl: -4.70928 3.50969 4.24368
C: -2.57872 1.92222 3.74460
Cl: -2.30803 1.92880 5.44568
S: 2.02287 0.55524 -2.08259
C: 3.27232 1.55228 -1.34931
C: 4.27402 2.10530 -2.15877
C: 5.30259 2.85362 -1.61919
C: 5.36829 3.08425 -0.24744
C: 4.38283 2.55876 0.56891
C: 3.34589 1.80511 0.02530
As: 2.02880 1.03349 1.19785
C: 1.97065 2.21945 2.71469
C: 0.98542 3.20191 2.73730
C: 0.88972 4.05388 3.82683
C: 1.77379 3.92892 4.88975
C: 2.76343 2.95690 4.86013
C: 2.86458 2.09977 3.77253
C: 2.90285 -0.58108 1.80200
C: 2.65992 -1.14965 3.04805
C: 3.23543 -2.36783 3.37874
C: 4.04213 -3.02979 2.46331
C: 4.28290 -2.46711 1.21732
C: 3.71694 -1.24398 0.88521
H: 4.22751 1.92887 -3.22556
H: 6.06033 3.26600 -2.27401
H: 6.17110 3.67231 0.17667
H: 4.41801 2.74914 1.63414
H: 0.29201 3.30042 1.90911
H: 0.11842 4.81324 3.84543
H: 1.69319 4.59193 5.74150
H: 3.45716 2.86084 5.68564
H: 3.63468 1.33818 3.76176
H: 2.02707 -0.64417 3.76833
H: 3.04729 -2.80121 4.35263
H: 4.48816 -3.98122 2.72418
H: 4.91657 -2.97528 0.50150
H: 3.90999 -0.80349 -0.08651
Br: -0.19901 3.18137 -0.82375
N: -0.37579 1.58736 -4.19160
C: -1.43068 0.77389 -4.36938
N: -2.32345 0.52402 -3.45980
C: -3.34514 -0.25440 -3.98843
C: -4.50396 -0.64644 -3.31886
C: -5.41673 -1.46559 -3.96235
C: -5.20125 -1.89956 -5.26948
C: -4.06833 -1.50078 -5.96096
C: -3.15962 -0.67863 -5.31359
S: -1.67952 0.00344 -5.93142
H: -0.19870 1.96703 -3.26896
H: 0.41858 1.52577 -4.80262
H: -4.70673 -0.28197 -2.31977
H: -6.31887 -1.76316 -3.44330
H: -5.92727 -2.53920 -5.75305
H: -3.90267 -1.81868 -6.98207

Taken from the Mulliken analysis, the atomic charges in e are: 1.37, -0.92, -0.82, 0.37, -0.87, -1.04, 0.37, -1.10, -0.45, 0.65, 0.43, 0.45, 0.35, 0.08, 0.23, 0.32, 0.21, 0.64, 0.59, 0.50, 0.54, 0.45, 0.03, -0.35, -0.22, 1.24, -1.99, 1.41, -0.24, -0.35, -0.19, 0.57, -0.20, -0.26, -0.18, -0.50, 0.87, -0.59, -0.61, -0.81, -0.53, -0.51, 1.02, 0.02, -0.34, -0.65, -0.59, -0.77, -0.38, 0.54, -0.03, -0.82, -0.73, -0.51, -0.65, 0.45, 0.36, 0.41, 0.35, 0.18, 0.46, 0.40, 0.42, 0.47, 0.29, 0.45, 0.38, 0.43, 0.30, -0.51, -0.27, 0.71, 0.03, -0.46, -0.19, -0.74, -0.51, -0.50, 0.77, -0.33, -0.12, 0.26, 0.26, 0.40, 0.39, 0.40

Computed, not measured: C2H6N2OS in the gas phase in a non-equilibrium geometry, with ωB97M-V/def2-TZVPD.

Calculated values
- Largest force on an atom: 2.7 eV/A
- LUMO energy: 0.814 eV
- HOMO: -8.6 eV
- Energy relative to the best compared isomer or geometry (same formula, charge and spin): 77.0 kcal per mole
- HOMO-LUMO gap: 9.4 eV

CARTESIAN COORDINATES (ANGSTROEM)
C: 0.43092 -2.87432 -1.64356
O: 0.89650 -2.00475 -0.60290
N: 0.20748 -0.81899 -0.84601
C: 0.21088 -0.04068 0.17307
N: -0.38706 1.20630 0.14196
S: -0.68577 2.23902 1.41386
H: -0.69837 -2.97594 -1.66444
H: 0.85077 -3.79979 -1.40744
H: 0.64473 -2.40562 -2.65719
H: 0.65024 -0.35705 1.08506
H: -0.66467 1.55786 -0.74068
H: 0.42393 2.97309 1.33750

Taken from the Mulliken analysis, the atomic charges in e are: -0.47, -0.14, -0.54, 0.07, -0.33, -0.15, 0.24, 0.28, 0.22, 0.42, 0.29, 0.13

Computed, not measured: C5H6ClNO in the gas phase in a non-equilibrium geometry, with ωB97M-V/def2-TZVPD.

Calculated values
- Largest force on an atom: 4.4 eV/A
- LUMO energy: 0.119 eV
- HOMO: -8.5 eV
- Energy relative to the best compared isomer or geometry (same formula, charge and spin): 83.5 kcal per mole
- HOMO-LUMO gap: 8.7 eV

CARTESIAN COORDINATES (ANGSTROEM)
O: 1.01579 2.78157 -0.14758
C: 0.77808 1.48451 0.14749
C: -0.40571 1.10243 0.72421
C: -0.74894 -0.25037 1.18023
C: -0.67883 -1.43877 0.62127
C: -0.37488 -1.71337 -0.73512
N: 0.03660 -0.98331 -1.69043
Cl: 0.21467 -1.60651 -3.25709
H: 1.95426 3.04505 -0.16766
H: 1.60737 0.83615 0.12484
H: -1.03664 2.05173 0.87626
H: -0.84659 -0.20479 2.29775
H: -0.86409 -2.38009 1.11910
H: -0.65111 -2.72424 -1.09328

Taken from the Mulliken analysis, the atomic charges in e are: -0.49, -0.06, -0.46, -0.05, -0.52, 0.23, -0.33, -0.12, 0.35, 0.33, 0.23, 0.28, 0.29, 0.33

Computed, not measured: a 17-piece molecular cluster, C30H80Br2N12O28 overall in a non-equilibrium geometry, with ωB97M-V/def2-TZVPD.

Calculated values
- Largest force on an atom: 4.2 eV/A
- LUMO energy: -0.331 eV
- HOMO: -9.4 eV
- Energy relative to the best compared isomer or geometry (same formula, charge and spin): 0.0 kcal per mole
- HOMO-LUMO gap: 9.0 eV

CARTESIAN COORDINATES (ANGSTROEM)
C: -2.76187 4.37340 -1.81812
N: -1.28018 4.15164 -2.02635
O: -0.58060 5.03340 -1.60343
O: -0.87792 3.17173 -2.60941
H: -3.43283 3.82823 -2.48199
H: -2.96391 5.44268 -1.88067
H: -2.89693 4.10710 -0.76982
C: -2.76048 0.55098 -4.58461
N: -4.19155 0.64204 -5.10605
O: -4.68401 -0.32142 -5.71966
O: -4.89721 1.57628 -4.84034
H: -2.04324 0.33449 -5.37631
H: -2.78667 -0.22685 -3.82145
H: -2.59140 1.51178 -4.09843
C: 1.51406 0.89229 -5.72630
N: 1.15378 -0.50694 -5.24117
O: 0.38640 -0.64968 -4.30154
O: 1.65448 -1.45690 -5.88069
H: 2.57813 0.92505 -5.49223
H: 0.88102 1.66726 -5.29412
H: 1.34823 0.86707 -6.80331
C: -2.02005 -2.71494 3.10867
N: -2.56929 -1.43728 3.63609
O: -3.23491 -0.65669 2.90298
O: -2.43282 -1.38440 4.82374
H: -2.74792 -3.06823 2.37827
H: -1.95913 -3.35417 3.98945
H: -1.07289 -2.36565 2.69759
C: 2.34679 -2.61959 2.15336
N: 2.42105 -3.25110 0.81340
O: 1.58030 -2.79720 0.00447
O: 3.45189 -3.81347 0.55589
H: 1.50457 -1.93013 2.21188
H: 3.31916 -2.13720 2.25283
H: 2.19257 -3.43188 2.86364
C: 2.53054 3.73156 -3.56721
N: 3.79733 4.23329 -3.05705
O: 4.51095 4.95198 -3.74054
O: 4.18539 3.77518 -1.97831
H: 2.49246 2.64305 -3.52496
H: 2.34053 4.19606 -4.53481
H: 1.82013 4.20864 -2.89207
C: 4.75461 0.13881 -1.57938
N: 4.17781 -0.11138 -2.91546
O: 4.31764 0.74314 -3.71553
O: 3.95957 -1.24777 -3.27523
H: 5.59332 -0.53058 -1.38814
H: 3.99998 -0.05786 -0.81784
H: 4.97534 1.20249 -1.49011
C: 2.50364 5.28301 0.68683
N: 2.76075 4.25499 1.70832
O: 3.64315 3.47797 1.48784
O: 2.03894 4.27769 2.71891
H: 1.74495 6.00398 0.99126
H: 2.24529 4.74460 -0.22504
H: 3.46865 5.78549 0.62075
C: -0.77645 -4.36292 -4.33716
N: -1.71613 -3.86324 -5.40028
O: -2.44382 -2.92320 -5.09729
O: -1.70219 -4.33078 -6.51123
H: -0.74568 -5.45028 -4.40638
H: -1.23663 -4.08954 -3.38763
H: 0.12627 -3.75306 -4.37291
C: -6.85448 -4.50672 1.76453
N: -5.49283 -3.88826 1.50843
O: -4.50705 -4.57061 1.72190
O: -5.47928 -2.77385 1.06883
H: -7.49542 -3.72672 2.17546
H: -6.79797 -5.32695 2.48016
H: -7.32900 -4.90992 0.86990
C: -4.81674 0.18845 -0.07945
N: -4.32787 1.43419 -0.80051
O: -3.41885 1.26690 -1.61054
O: -4.86292 2.45661 -0.54695
H: -3.92630 -0.27666 0.34351
H: -5.28659 -0.55414 -0.72434
H: -5.53609 0.40047 0.71157
C: 4.19526 1.82538 3.82461
N: 3.81319 0.54163 3.19914
O: 3.42621 -0.30768 3.98932
O: 3.82997 0.46780 1.93645
H: 5.01672 2.11856 3.17088
H: 4.53655 1.61903 4.83903
H: 3.32584 2.47752 3.74147
Br: -1.45389 -1.70622 -0.63462
C: -0.65952 0.10043 -0.63153
C: 0.81436 0.10564 -0.13293
Br: 1.52223 1.98479 -0.31477
H: -1.31393 0.67712 0.02212
H: -0.71807 0.54265 -1.62608
H: 1.40286 -0.56968 -0.75398
H: 0.91430 -0.33897 0.85725
C: -1.38787 3.21766 1.67002
C: -2.03577 2.13201 2.51764
O: -1.07364 1.32656 3.10477
C: -0.80349 1.70637 4.41522
C: 0.40523 0.85150 4.79719
H: -1.35814 2.95276 0.61312
H: -1.79964 4.21232 1.84091
H: -0.33855 3.42575 1.87915
H: -2.68676 2.64521 3.22541
H: -2.66669 1.48670 1.90641
H: -0.51843 2.75096 4.54040
H: -1.68899 1.49387 5.01425
H: 0.11422 -0.19083 4.92738
H: 0.86529 1.22235 5.71312
H: 1.15530 0.85202 4.00632
C: 2.65330 -5.42751 -3.84090
C: 2.07038 -4.94405 -2.52417
O: 0.98547 -5.86584 -2.13087
C: 0.10925 -5.50639 -1.03840
C: -0.82482 -6.71887 -0.81447
H: 3.27229 -6.30312 -3.64534
H: 1.94532 -5.66936 -4.63361
H: 3.26199 -4.63389 -4.27420
H: 2.76030 -4.98614 -1.68136
H: 1.58747 -3.96763 -2.56322
H: 0.70411 -5.41858 -0.12925
H: -0.45701 -4.58640 -1.18360
H: -1.26168 -6.67538 0.18320
H: -0.16805 -7.58862 -0.83137
H: -1.51826 -6.93812 -1.62637
C: 10.17411 -3.87254 3.08751
C: 9.61122 -2.48876 2.68070
O: 8.35102 -2.69216 2.11325
C: 7.75837 -1.63208 1.38835
C: 6.33813 -2.06837 1.06789
H: 9.72768 -4.21597 4.02072
H: 9.93589 -4.65295 2.36480
H: 11.24666 -3.73510 3.22484
H: 9.63754 -1.79093 3.51762
H: 10.35271 -2.05893 2.00725
H: 7.76541 -0.75954 2.04160
H: 8.36440 -1.39801 0.51312
H: 5.93548 -2.45769 2.00298
H: 6.33835 -2.87406 0.33374
H: 5.69587 -1.24958 0.74356
C: -6.14990 3.06923 2.61881
C: -6.69381 4.30271 1.85210
O: -7.90912 4.72039 2.47396
C: -8.35535 5.97897 1.94539
C: -9.66824 6.44319 2.66230
H: -6.07302 3.27340 3.68674
H: -6.79232 2.19508 2.51267
H: -5.18642 2.77025 2.20601
H: -5.95244 5.09525 1.95376
H: -6.90902 4.17545 0.79116
H: -7.58027 6.72440 2.12341
H: -8.64455 5.96364 0.89457
H: -10.51161 5.87084 2.27598
H: -9.86924 7.48731 2.42249
H: -9.67327 6.38741 3.75086

Mulliken atomic charge list, values in e, 99 entries: -0.75, 0.93, -0.55, -0.37, 0.22, 0.38, 0.16, -0.16, 0.97, -0.58, -0.59, 0.24, 0.08, 0.03, -0.76, 0.80, -0.28, -0.53, 0.29, 0.15, 0.37, -0.27, 0.94, -0.41, -0.58, 0.00, 0.33, 0.02, -0.12, 0.87, -0.12, -0.54, -0.22, -0.22, 0.40, -0.24, 1.00, -0.59, -0.51, -0.10, 0.37, 0.13, -0.46, 1.16, -0.59, -0.56, 0.42, -0.20, 0.22, -0.59, 0.99, -0.42, -0.63, 0.28, 0.01, 0.31, -0.25, 0.92, -0.51, -0.58, 0.27, 0.10, 0.04, -0.84, 0.91, -0.54, -0.48, 0.33, 0.31, 0.30, -0.71, 0.86, -0.30, -0.49, 0.02, 0.40, 0.21, -0.72, 0.86, -0.53, -0.32, 0.33, 0.34, 0.06, -0.16, 0.30, -0.32, 0.13, -0.63, 0.30, 0.50, -0.20, 0.19, -0.38, 0.32, -0.50, -0.79, -0.46, 0.48